No. 1
Formula: C6H11N
Source: the Open Molecules 2025 dataset
Level of theory: ωB97M-V/def2-TZVPD

Values from the calculation:
relative energy (zero: lowest compared OMol25 entry of this formula, charge and spin)	183.9	kJ/mol
largest force on an atom	0.0441	Eh/bohr
spin multiplicity	1
LUMO energy	1.0	eV
total energy	-7888.6259	eV
SMILES	C/C=C(N)/C=C/C

Positions of all 18 atoms, in Å:
C: 1.654 -0.385 2.595
N: 1.193 -1.205 -0.521
C: 0.476 -0.243 0.246
C: 0.782 0.136 1.508
C: -2.313 0.830 -2.277
C: -1.058 0.217 -1.617
C: -0.438 0.662 -0.517
H: 1.106 -0.503 3.533
H: 2.210 -1.312 2.440
H: 2.441 0.344 2.828
H: 1.347 -2.140 -0.198
H: 2.025 -0.709 -0.796
H: 0.058 0.864 1.879
H: -2.426 0.299 -3.220
H: -3.098 0.644 -1.549
H: -2.143 1.877 -2.505
H: -0.927 -0.815 -1.922
H: -0.889 1.437 0.091

Results of the natural (NBO) charge analysis, in e, for atoms 1 through 4: number 1, C, carries -0.6535; number 2, N, carries -0.8811; number 3, C, carries 0.1331; number 4, C, carries -0.2022

No. 2
Formula: C61H45MnNO4P3Si
Source: the Open Molecules 2025 dataset
Level of theory: ωB97M-V/def2-TZVPD

Values from the calculation:
relative energy (zero: lowest compared OMol25 entry of this formula, charge and spin)	0.0	kJ/mol
expectation value of S²	0.81
largest force on an atom	0.0235	Eh/bohr
spin multiplicity	2
LUMO energy (spin up / spin down)	-5.0 / -4.0	eV
total energy	-140728.2322	eV
net charge	+1

Positions of all 116 atoms, in Å:
Mn: 0.358 -0.064 -0.103
C: -2.204 1.727 5.634
C: -2.915 1.426 4.479
C: -2.292 0.770 3.432
C: -0.944 0.415 3.513
C: -0.247 0.693 4.688
C: -0.876 1.350 5.737
P: -0.181 -0.608 2.189
C: 1.428 -1.076 2.856
C: 1.784 -2.398 3.104
C: 3.077 -2.707 3.509
C: 4.006 -1.692 3.670
C: 3.655 -0.368 3.427
C: 2.373 -0.056 3.010
C: -1.349 -1.996 2.164
C: -1.504 -2.887 3.222
C: -2.491 -3.857 3.153
C: -3.336 -3.916 2.051
C: -3.204 -3.000 1.018
C: -2.210 -2.021 1.063
Si: -1.950 -0.674 -0.217
C: -2.984 0.826 0.197
C: -4.369 0.777 0.379
C: -5.079 1.921 0.699
C: -4.421 3.141 0.829
C: -3.053 3.212 0.641
C: -2.336 2.052 0.347
P: -0.551 2.104 0.021
C: -0.539 3.311 -1.348
C: 0.115 4.534 -1.271
C: -0.010 5.456 -2.303
C: -0.789 5.162 -3.409
C: -1.455 3.944 -3.485
C: -1.330 3.025 -2.461
C: 0.266 2.952 1.408
C: -0.419 3.320 2.563
C: 0.257 3.919 3.617
C: 1.618 4.161 3.523
C: 2.307 3.811 2.368
C: 1.639 3.205 1.318
C: -2.398 -1.257 -1.938
C: -3.671 -1.726 -2.282
C: -3.927 -2.210 -3.553
C: -2.909 -2.258 -4.499
C: -1.649 -1.785 -4.184
C: -1.406 -1.250 -2.915
P: 0.198 -0.573 -2.428
C: 0.640 0.830 -3.497
C: 1.603 1.739 -3.067
C: 2.047 2.740 -3.918
C: 1.529 2.845 -5.200
C: 0.558 1.952 -5.627
C: 0.111 0.950 -4.780
C: 1.423 -1.826 -2.920
C: 1.086 -3.178 -2.980
C: 2.056 -4.127 -3.262
C: 3.369 -3.737 -3.485
C: 3.705 -2.392 -3.453
C: 2.740 -1.438 -3.171
H: -2.691 2.234 6.457
H: -3.960 1.693 4.394
H: -2.874 0.519 2.558
H: 0.788 0.408 4.799
H: -0.319 1.559 6.641
H: 1.082 -3.201 2.939
H: 3.363 -3.743 3.631
H: 5.018 -1.935 3.962
H: 4.389 0.418 3.534
H: 2.110 0.974 2.793
H: -0.862 -2.831 4.092
H: -2.602 -4.568 3.960
H: -4.104 -4.676 2.003
H: -3.872 -3.065 0.170
H: -4.899 -0.165 0.293
H: -6.150 1.869 0.845
H: -4.981 4.035 1.066
H: -2.544 4.165 0.717
H: 0.712 4.788 -0.406
H: 0.500 6.407 -2.235
H: -0.889 5.883 -4.209
H: -2.071 3.713 -4.343
H: -1.869 2.084 -2.522
H: -1.482 3.136 2.656
H: -0.285 4.191 4.513
H: 2.143 4.629 4.345
H: 3.368 4.004 2.286
H: 2.191 2.917 0.436
H: -4.472 -1.719 -1.555
H: -4.915 -2.570 -3.806
H: -3.097 -2.672 -5.480
H: -0.851 -1.868 -4.910
H: 2.019 1.668 -2.070
H: 2.798 3.439 -3.575
H: 1.879 3.623 -5.864
H: 0.142 2.034 -6.621
H: -0.662 0.283 -5.129
H: 0.070 -3.500 -2.786
H: 1.796 -5.176 -3.274
H: 4.128 -4.486 -3.664
H: 4.726 -2.081 -3.629
H: 3.025 -0.393 -3.139
O: 4.266 -5.376 1.526
C: 3.828 -5.288 0.369
O: 3.933 -6.004 -0.630
C: 2.937 -4.090 0.191
C: 1.556 -4.226 0.096
C: 0.754 -3.113 0.007
N: 1.249 -1.870 0.000
C: 2.593 -1.729 0.059
C: 3.451 -2.789 0.156
C: 3.083 -0.316 0.039
O: 4.231 0.001 0.106
O: 2.069 0.599 -0.076
H: 1.111 -5.212 0.076
H: -0.318 -3.208 -0.088
H: 4.514 -2.597 0.223

Results of the Mulliken charge analysis, in e, for atoms 1 through 4: number 1, Mn, carries 0.6542; number 2, C, carries -0.7833; number 3, C, carries -0.5917; number 4, C, carries -0.4689

No. 3
Formula: C4H11N4O2S
Source: the Open Molecules 2025 dataset
Level of theory: ωB97M-V/def2-TZVPD

Values from the calculation:
expectation value of S²	2.01
largest force on an atom	0.1037	Eh/bohr
spin multiplicity	3
LUMO energy (spin up / spin down)	-3.0 / -8.1	eV
total energy	-25202.8863	eV
net charge	+1

Positions of all 22 atoms, in Å:
C: 3.606 -1.710 0.571
C: -3.148 -0.361 -0.179
C: -1.868 0.274 0.397
C: -0.702 0.481 -0.670
N: 1.078 1.923 -0.021
N: 3.366 -1.738 -0.671
N: 4.351 -0.706 1.157
N: 0.536 0.771 0.029
O: 3.756 1.601 0.343
O: 3.970 -0.479 -1.182
S: 4.743 0.527 0.035
H: 3.272 -2.572 1.158
H: -2.884 -1.440 -0.522
H: -3.868 -0.496 0.614
H: -3.559 0.204 -0.920
H: -1.438 -0.244 1.256
H: -2.342 1.149 0.798
H: -0.528 -0.637 -1.005
H: -0.962 1.160 -1.525
H: 0.587 2.662 -0.588
H: 2.076 2.007 0.325
H: 4.847 -0.949 2.090

Results of the natural (NBO) charge analysis, in e, for atoms 1 through 4: number 1, C, carries 0.1814; number 2, C, carries -0.5963; number 3, C, carries -0.4059; number 4, C, carries -0.3320

No. 4
Formula: C5H7N
Source: the Open Molecules 2025 dataset
Level of theory: ωB97M-V/def2-TZVPD

Values from the calculation:
relative energy (zero: lowest compared OMol25 entry of this formula, charge and spin)	377.9	kJ/mol
largest force on an atom	0.0972	Eh/bohr
spin multiplicity	1
LUMO energy	0.4	eV
total energy	-6784.5958	eV
SMILES	C=C(C)C=C=N

Positions of all 13 atoms, in Å:
C: 0.471 -1.552 0.061
C: -0.288 -0.210 -0.190
C: 0.728 0.730 -0.641
C: -1.604 -0.190 -0.458
N: 0.843 2.503 1.101
C: 0.722 1.575 0.361
H: 0.009 2.618 1.686
H: 1.543 0.535 -1.324
H: -0.248 -2.375 0.035
H: 0.904 -1.500 1.063
H: 1.257 -1.788 -0.661
H: -2.133 0.749 -0.590
H: -2.203 -1.094 -0.442

Results of the natural (NBO) charge analysis, in e, for atoms 1 through 4: number 1, C, carries -0.6350; number 2, C, carries 0.0095; number 3, C, carries -0.5939; number 4, C, carries -0.3573